Formula: C11H27Cl4NO3
Source: OMol25
Level of theory: ωB97M-V with the def2-TZVPD basis set

Element x y z (Å)
Cl: -7.906 11.856 -7.314
Cl: -2.178 -2.575 -10.162
Cl: -4.776 -0.064 -10.007
Cl: -6.695 7.623 -6.662
O: 6.311 -3.432 8.224
O: 2.534 -3.141 4.744
O: -2.376 2.680 -3.992
N: 4.174 -4.521 7.110
C: -6.917 9.299 -7.413
C: 3.775 -4.902 5.795
C: 2.468 -4.510 5.189
C: 1.690 -2.719 3.710
C: 5.046 -2.657 8.371
C: -2.121 -0.779 -10.060
C: 4.172 -3.036 7.155
C: -2.925 1.923 -2.911
C: -7.546 10.311 -6.463
C: 6.852 -3.918 9.406
C: -3.234 -0.108 -10.886
H: 3.908 -5.983 5.771
H: -8.484 9.911 -6.077
H: 4.530 -2.843 9.313
H: 6.949 -3.015 10.010
H: -2.109 -0.402 -9.037
H: 2.353 -5.226 4.375
H: 4.674 -2.477 6.365
H: 6.251 -4.746 9.781
H: 5.422 -1.638 8.271
H: -6.971 10.552 -5.569
H: 0.675 -2.451 4.001
H: 2.100 -1.771 3.361
H: -3.450 -0.491 -11.883
H: -5.979 9.644 -7.849
H: -2.990 0.929 -11.114
H: 4.515 -4.665 5.031
H: -2.119 1.666 -2.224
H: 1.639 -4.678 5.876
H: 3.201 -2.553 7.264
H: -7.646 9.341 -8.222
H: -3.347 0.988 -3.280
H: -3.206 2.982 -4.367
H: -1.221 -0.431 -10.567
H: 1.618 -3.478 2.930
H: -3.639 2.614 -2.462
H: 5.156 -4.724 7.230
H: 7.822 -4.385 9.235

Calculated values
Structure (SMILES): COCCNCCOC.ClCCCl.ClCCCl.CO
Energy above the lowest of the compared OMol25 structures with the same formula, charge and spin: 0.0 kJ/mol
HOMO-LUMO gap: 9.340 eV
Largest force on an atom: 0.056 Eh/bohr

Atomic partial charges in e from the Mulliken method, atoms 1 to 5:
1. Cl -0.189
2. Cl -0.177
3. Cl -0.189
4. Cl -0.198
5. O -0.362

Formula: C11H27FeGeN5OSSe
Source: OMol25
Level of theory: ωB97M-V with the def2-TZVPD basis set

Element x y z (Å)
Se: -1.359 -0.609 -1.545
Ge: -3.384 -2.295 0.592
Fe: 0.748 -0.020 -0.620
S: 2.422 -1.609 -1.133
O: 1.263 1.704 -1.545
N: 4.142 -2.314 0.869
N: 1.771 3.692 -2.527
N: 4.405 -2.036 2.173
N: 1.625 0.006 1.351
N: 2.722 -0.856 1.443
C: 1.769 4.463 -1.291
C: -2.834 -1.834 -1.332
C: 3.120 -1.612 0.394
C: 1.542 2.405 -2.549
C: 2.131 4.422 -3.736
C: 3.416 -0.543 3.876
C: -5.337 -2.342 0.672
C: -2.653 -0.856 1.743
C: 3.543 -1.147 2.533
C: -2.525 -4.028 0.916
C: -2.327 1.076 -1.414
H: -5.642 -2.681 1.662
H: 1.930 0.960 1.529
H: 1.603 1.946 -3.539
H: 0.941 -0.247 2.060
H: 4.685 -3.013 0.383
H: 3.187 4.692 -3.709
H: -2.619 -4.303 1.966
H: 2.516 -0.901 4.380
H: 3.386 0.546 3.831
H: -1.684 -0.501 1.390
H: -2.538 -1.227 2.762
H: -3.023 -4.795 0.324
H: -5.735 -3.042 -0.060
H: -3.082 0.995 -0.636
H: 1.137 5.342 -1.405
H: -3.663 -1.415 -1.900
H: -2.802 1.277 -2.371
H: -5.770 -1.358 0.499
H: 4.276 -0.839 4.471
H: -1.622 1.868 -1.174
H: -1.468 -4.014 0.650
H: 1.550 5.341 -3.793
H: -2.527 -2.763 -1.810
H: 1.392 3.851 -0.478
H: -3.344 -0.013 1.785
H: 1.937 3.826 -4.625
H: 2.781 4.798 -1.063

Calculated values
Charge: +2
Energy above the lowest of the compared OMol25 structures with the same formula, charge and spin: 35.8 kJ/mol
HOMO-LUMO gap (spin up / spin down): 8.912 / 8.182 eV
Spin multiplicity: 5
⟨S²⟩: 6.013
Largest force on an atom: 0.024 Eh/bohr

Atomic partial charges in e from the Mulliken method, atoms 1 to 5:
1. Se 0.341
2. Ge 0.475
3. Fe 0.323
4. S -0.348
5. O -0.639